Entry from the Open Molecules 2025 dataset: a cluster of 15 separate species, C34H63BF4N12O2 in total at a distorted geometry (ωB97M-V/def2-TZVPD).

Calculated values
**Maximum force**: 0.229 hartree/bohr
**LUMO energy**: 0.156 eV
**M**: 758.76 g mol⁻¹
**Total energy**: -69791.0141 eV
**Orbital gap**: 9.64 eV
**Net charge**: 0

```
116
Properties=species:S:1:pos:R:3:forces:R:3
C 0.7298 -3.3259 0.3729 2.607 0.290 1.508
C 0.4808 -2.0649 -0.4781 0.046 0.898 0.098
C -0.2862 -0.9479 0.3559 -1.904 -2.664 -4.965
N -0.4862 0.3951 -0.2701 1.568 -1.306 -0.197
C -1.3262 0.3471 -1.4691 -1.488 -2.045 -4.428
C 0.7968 1.0261 -0.6341 5.519 -1.834 1.143
C 0.6588 2.4961 -0.5071 -4.541 0.924 -3.453
C -0.6282 2.7391 0.4199 4.817 -5.726 0.953
C -1.0862 1.2771 0.7199 0.363 2.070 2.394
H 1.5548 -4.1729 -0.0621 -2.850 2.407 0.912
H -0.3062 -3.6219 0.5259 0.255 -1.308 0.259
H 1.1658 -2.9939 1.4299 -0.854 -0.825 -2.125
H -0.0152 -2.4309 -1.3901 -0.176 0.704 0.260
H 1.3778 -1.5519 -0.7891 0.649 -0.281 -0.174
H -0.0002 -0.9139 1.2879 3.439 1.300 4.679
H -1.2452 -1.2769 0.6979 -1.623 -0.403 -1.039
H -0.8212 -0.1819 -2.5641 -0.896 1.319 4.019
H -1.5582 1.3921 -1.8891 0.041 -1.523 1.276
H -2.2422 -0.3379 -1.2261 1.425 1.932 -0.440
H 1.3098 0.5311 -1.6291 -1.779 1.511 2.408
H 1.6378 0.8531 0.2509 -2.291 -0.673 -1.934
H 0.2598 2.8211 -1.6141 1.605 0.157 2.658
H 1.5378 2.9361 -0.1541 1.084 1.031 -0.048
H -1.2682 3.2551 -0.0761 -4.226 3.446 -2.843
H -0.4252 3.0791 1.3779 0.607 1.495 1.379
H -2.1322 1.1661 0.7069 -1.308 -0.304 -0.134
H -0.7542 1.0821 1.8029 -0.133 -0.458 -1.874
B -4.7732 0.2861 1.2019 -2.603 -2.065 0.212
F -6.1052 -0.2219 0.8699 1.408 0.500 -0.142
F -4.6022 1.5251 0.6109 0.523 0.548 0.226
F -4.7592 0.2871 2.6129 0.760 0.455 -0.391
F -3.8042 -0.6389 0.7079 0.168 0.311 0.053
C 4.5758 0.4631 -2.0941 -4.832 2.950 3.276
C 4.0568 1.8591 -1.9731 -0.774 3.412 1.519
N 3.5658 2.9291 -1.8381 1.716 -3.634 -0.669
H 5.1828 0.4881 -2.8371 4.082 -0.738 -4.699
H 4.8188 -0.0169 -1.2081 1.183 -0.299 1.695
H 3.6248 0.0891 -2.2931 -1.414 -1.885 -1.337
C -1.3132 -5.0989 -5.5431 0.689 -2.997 3.121
C -0.8362 -4.1469 -4.4671 0.556 -0.484 -0.747
N -0.4522 -3.5239 -3.5711 -0.600 -0.489 -0.899
H -1.6112 -4.6879 -6.4671 -1.046 0.900 -0.516
H -0.5352 -5.8949 -5.8951 -0.845 1.628 1.213
H -2.0902 -5.7439 -4.8961 1.166 1.442 -2.168
C 0.9558 7.8361 1.4969 0.351 1.162 1.212
C 1.2988 6.4351 1.4529 1.942 -5.404 -2.330
N 1.6048 5.2941 1.2559 -1.381 4.983 1.270
H 0.3968 7.8511 2.4159 -0.657 0.562 0.565
H 1.8618 8.4991 1.7679 -1.372 -1.020 -1.118
H 0.2458 8.1891 0.7069 1.151 -0.371 0.399
C 4.7778 3.1691 1.0949 0.602 -0.275 -0.592
C 5.6188 1.8931 0.8299 -5.025 6.749 2.047
N 6.2048 0.9811 0.6039 3.191 -4.749 -1.108
H 3.6638 3.1671 0.8869 1.587 -0.559 0.255
H 4.9948 3.7111 2.0149 -0.175 -1.112 0.778
H 5.2398 3.9221 0.4759 -0.180 0.054 -1.120
C -2.2472 0.5881 -5.3491 -1.314 -1.545 2.295
C -0.8532 0.7231 -4.8881 2.628 0.451 1.545
N 0.2348 0.8241 -4.4331 -3.580 -0.327 -1.698
H -3.0612 0.8391 -4.5521 1.856 -1.001 -0.533
H -2.5472 1.3331 -6.0061 0.172 1.141 -2.048
H -2.4592 -0.4589 -5.7171 0.260 1.319 0.321
C -2.4662 4.6941 -4.2971 3.218 1.954 0.156
C -1.7002 4.9021 -2.9431 -3.546 0.069 -6.010
N -1.1782 5.2221 -2.0071 1.965 0.746 3.529
H -3.1362 5.4411 -4.7141 -0.345 0.806 1.462
H -1.7202 4.8071 -5.1701 -0.704 -1.541 1.510
H -3.0422 3.8501 -4.1151 -0.622 -2.041 -0.625
C 4.8748 -3.7609 -0.0061 -3.242 -4.964 1.488
C 4.3348 -3.3559 -1.2691 2.129 -1.842 3.395
N 3.8868 -3.0209 -2.2321 -2.004 1.552 -4.221
H 5.6388 -3.2009 0.2869 2.848 3.045 1.395
H 3.9758 -3.7199 0.7219 1.779 0.126 -0.857
H 5.3568 -4.8499 0.1469 -1.489 2.063 -1.206
C -2.4302 -2.3349 3.0419 4.696 -2.061 2.202
C -1.0772 -1.7279 3.6219 -10.010 -4.372 -4.377
N -0.1342 -1.3339 3.9999 7.740 3.322 3.133
H -3.1262 -1.6119 3.0819 -2.443 2.695 -0.751
H -2.2192 -2.8669 2.1079 -0.289 0.545 0.187
H -2.7392 -3.0589 3.8109 0.204 -0.049 -0.351
C 3.7988 -0.3409 4.3119 4.994 0.617 -8.105
C 3.6888 -1.0219 2.8999 -1.449 -3.963 -6.629
N 3.5168 -1.5549 1.7769 1.317 4.258 8.541
H 4.0828 0.6051 3.8769 -1.037 1.248 1.055
H 3.0128 -0.5989 4.7749 -6.000 -0.796 3.731
H 4.6878 -0.6709 4.7019 1.991 -1.251 1.338
C -0.7192 2.5691 4.5019 4.312 1.311 -1.119
C 0.6358 2.2311 3.9189 -2.427 1.232 1.198
N 1.6598 1.9561 3.4969 0.714 -0.248 -0.439
H -1.2112 3.4281 4.2159 -1.018 1.552 -3.238
H -1.3122 1.7841 4.4929 -2.881 -3.622 -0.072
H -0.7342 3.0641 5.4009 1.394 -0.273 3.599
C -3.4462 -3.0099 -1.4311 -3.763 -1.622 -4.159
C -3.9712 -2.0619 -2.4911 0.436 1.116 -1.731
N -4.2632 -1.2309 -3.2681 0.632 -2.269 1.998
H -3.0622 -2.3819 -0.7941 2.560 2.955 3.943
H -4.3522 -3.4109 -1.0081 -0.272 -0.294 0.514
H -2.8322 -3.8369 -1.7411 0.434 0.173 -0.550
C 2.8858 -7.1679 -1.2781 2.523 0.933 0.065
C 1.5338 -7.4869 -0.9071 -3.497 0.247 -0.326
O 1.2068 -7.3599 0.4729 -1.414 -0.009 0.394
H 3.4168 -8.0569 -0.9181 0.938 0.491 -0.342
H 3.2738 -6.2279 -0.7121 -0.557 -1.483 -1.374
H 2.9158 -7.1099 -2.4271 0.363 0.139 1.854
H 1.3598 -8.5399 -1.2211 -0.455 0.626 -0.126
H 0.8628 -6.7509 -1.4001 0.016 -0.765 -0.343
H 0.2018 -7.3149 0.4929 2.089 -0.124 0.194
C -4.6102 3.5091 4.7119 3.793 -4.612 -6.103
C -4.0352 3.9111 3.3249 -0.552 1.556 -0.542
O -3.2412 2.9071 2.7469 1.151 -0.767 0.139
H -5.2272 2.6311 4.5309 0.471 -0.242 1.140
H -4.9182 4.1781 5.2769 -5.582 7.054 3.708
H -3.7872 3.6581 5.3869 1.959 -2.682 0.370
H -3.3542 4.8971 3.4879 -1.710 -1.950 -0.823
H -4.8302 3.9551 2.5089 0.414 1.370 1.509
H -3.7342 2.4461 2.0429 0.079 0.294 0.496
```
Forces are in eV/Å.